# 1
Molecular formula: C34H33CuN6STe
Method: DFT, ωB97M-V/def2-TZVPD

Structure (XYZ):
```
76
Properties=species:S:1:pos:R:3:lowdin_charge:R:1
C -1.84 3.18 3.41 -0.119
H 6.18 1.57 -6.09 0.087
C -0.37 1.29 3.15 -0.025
H -4.85 1.51 -5.87 0.060
H -2.62 -4.86 5.72 0.090
C 2.37 -1.50 4.66 -0.351
H -3.22 2.12 -4.26 0.098
C 2.98 2.68 -4.24 -0.034
H 5.03 0.15 4.09 0.086
C 5.10 1.54 -4.25 -0.050
C -2.45 -1.84 3.33 -0.028
C -0.54 2.93 1.39 -0.029
C -1.47 -2.82 3.25 -0.220
H -3.95 -2.03 -4.91 0.106
N 3.15 -0.74 3.83 -0.017
H 2.58 -2.24 6.74 0.074
H -0.22 3.27 0.42 0.102
H 4.39 0.84 -1.84 0.044
H 2.41 3.60 -6.07 0.091
C -3.56 -3.03 5.11 -0.119
H 0.00 -3.59 1.89 0.121
C -0.31 -2.63 2.31 -0.184
C 2.98 -1.68 5.90 -0.106
H 4.45 2.90 -7.30 0.078
C 3.94 1.91 -3.56 -0.251
C -1.33 1.91 -2.38 -0.124
S 3.49 -0.18 0.08 0.562
H -1.59 1.62 4.87 0.096
C -1.55 -3.91 4.11 -0.068
N 0.87 -1.98 2.88 0.010
C -1.30 2.00 3.90 -0.097
N 1.05 1.03 1.22 -0.059
H -1.62 -3.48 -3.98 0.075
H -0.26 1.88 -2.58 0.050
C -3.01 1.08 -4.04 -0.047
C 4.32 2.64 -6.25 -0.147
C -1.45 3.64 2.16 -0.102
H -1.69 -3.19 -2.25 -0.014
H -2.55 3.74 4.01 0.086
C -2.46 -1.57 -3.44 -0.336
H -4.25 -1.17 4.28 0.096
H -4.37 -3.11 5.82 0.087
H -1.73 2.88 -2.70 0.063
H -4.42 0.04 -6.76 0.066
C -3.49 -1.94 4.24 -0.092
C -3.41 -1.23 -4.40 -0.056
H -1.43 1.82 -1.30 0.038
N 3.80 1.56 -2.24 -0.028
H 0.53 -2.65 4.83 0.115
H 4.97 -0.93 6.58 0.059
C 4.21 -1.00 5.82 -0.151
H -3.17 -3.58 -3.15 0.064
C 5.28 1.89 -5.58 -0.133
C 1.17 -2.10 4.12 -0.120
C -3.70 0.09 -4.72 -0.308
H 0.08 0.38 3.52 0.092
C 2.40 0.98 -0.60 -0.880
H -1.85 4.57 1.78 0.091
N 1.11 1.29 0.00 -0.068
C -2.22 -3.04 -3.18 -0.122
C 3.18 3.02 -5.56 -0.118
H 5.85 0.95 -3.74 0.102
H -0.62 -2.02 1.46 0.020
N 2.59 1.73 -1.62 0.021
C -4.72 0.43 -5.78 -0.082
H -0.81 -4.69 4.05 0.112
Cu 2.24 -0.42 2.04 0.063
H -5.70 -0.01 -5.55 0.065
H 2.08 2.96 -3.71 0.090
C 4.25 -0.45 4.53 -0.202
C -2.58 -4.01 5.04 -0.106
H -2.40 -0.98 2.66 0.114
C -2.05 0.78 -3.07 -0.330
C 0.02 1.75 1.89 -0.226
C -1.75 -0.56 -2.76 -0.560
Te -0.20 -0.98 -1.36 0.834
```

Results
Lowest unoccupied orbital energy ... 4.285 eV
Multiplicity ... 1
Calculated total energy ... -107502.9782 eV
Kohn-Sham gap ... 5.170 eV
Relative energy (zero: lowest compared OMol25 entry of this formula, charge and spin) ... 0.000 eV
Net charge ... -2

# 2
Molecular formula: C34H33EuN11O3SSe2
Method: DFT, ωB97M-V/def2-TZVPD

Structure (XYZ):
```
85
Properties=species:S:1:pos:R:3:mulliken_spin:R:1
H -5.01 2.32 1.59 0.000
H 0.74 1.82 -5.94 0.000
H -3.27 -2.83 -1.69 -0.002
C 0.72 1.22 -1.99 0.187
C -1.08 3.38 0.24 0.004
H -3.05 1.41 0.33 0.002
O 2.27 -0.55 1.61 -0.027
S -1.77 0.41 -1.99 0.012
C 4.09 2.70 -0.99 -0.122
C -0.18 1.39 -5.57 0.007
C -0.35 1.18 -4.21 -0.003
H -3.49 0.29 5.05 0.000
Se -1.03 -1.04 3.95 -0.002
N 0.79 -1.84 -1.44 -0.007
C 1.96 1.55 -1.27 -0.130
H 0.96 4.18 4.59 0.000
N 0.46 -2.96 2.05 0.002
H 2.30 -2.74 1.18 0.000
Se -1.91 -3.11 3.52 0.000
C -1.30 -2.68 -0.90 0.011
C -0.17 -2.63 -1.80 -0.006
H -1.41 3.10 -0.75 0.000
H 1.83 -2.28 -3.04 0.000
H 2.56 -5.18 0.68 0.000
C 2.87 0.19 0.70 0.007
C -0.47 -5.17 2.15 0.000
H -3.47 -0.14 -4.29 0.001
C -3.43 0.60 4.02 -0.001
C 1.66 -4.81 1.14 0.000
H 3.03 2.55 -2.84 0.099
C -1.19 4.60 0.84 0.002
C -2.38 0.53 -6.00 0.018
H -2.41 -4.38 -1.66 0.000
C 4.08 2.47 0.33 0.323
H 3.49 -0.68 -1.19 0.000
C -3.17 1.23 1.39 -0.004
C 3.00 2.24 -1.81 0.465
H -5.19 1.83 4.03 0.000
C -2.56 -3.44 -1.13 -0.001
C -1.55 0.63 -3.76 0.021
H -3.01 -3.64 -0.16 0.000
C -2.38 0.16 3.23 0.003
N 0.72 1.26 3.33 -0.006
N -0.26 0.72 -1.32 0.139
N -0.64 4.46 2.08 -0.002
H 0.70 -6.73 1.28 0.000
C -4.27 1.72 2.09 0.000
C -0.22 3.17 2.18 0.010
H 4.84 2.89 0.99 0.026
C 3.90 -0.48 -0.20 0.025
C 1.53 -3.46 1.42 0.004
H 0.83 -3.90 -3.23 0.001
C -0.15 -3.44 -3.07 0.004
O -2.10 -1.85 1.06 0.005
N 1.93 1.18 0.08 -0.025
C 0.63 -5.67 1.49 0.000
C 1.46 1.06 4.45 0.003
H -0.88 -4.24 -3.03 0.000
N -2.21 0.51 1.97 0.010
C -1.20 1.08 -6.47 0.002
H 4.80 0.12 -0.29 -0.009
H -1.30 -5.79 2.46 0.000
C 3.03 1.67 0.95 -0.049
C -0.49 -3.80 2.43 0.000
H 2.17 2.49 6.01 0.000
N 0.68 1.53 -3.33 -0.004
H 1.81 0.08 4.72 0.001
H 4.86 3.30 -1.45 -0.012
H -0.39 -2.81 -3.93 -0.001
C 0.46 2.56 3.29 0.003
H -3.18 0.32 -6.69 0.002
C 1.65 2.25 5.11 0.000
H 1.53 1.83 -3.78 -0.020
H 4.15 -1.43 0.27 0.001
H 2.71 2.02 1.93 0.003
H -1.05 1.26 -7.52 0.001
C -2.55 0.29 -4.65 -0.003
N -0.48 2.50 1.07 -0.003
N -1.15 -1.91 0.15 -0.013
Eu 0.17 -0.33 1.13 6.050
C -4.38 1.43 3.44 0.001
N 1.00 3.19 4.36 0.000
H -0.56 5.18 2.78 0.000
O 1.86 -1.66 -2.29 -0.003
H -1.58 5.54 0.51 0.000
```

Results
Lowest unoccupied orbital energy (alpha / beta) ... -0.004 / -0.007 eV
Multiplicity ... 8
Calculated total energy ... -219180.7256 eV
Expectation value of S² ... 15.789
Kohn-Sham gap (alpha / beta) ... 3.706 / 5.929 eV
Relative energy (zero: lowest compared OMol25 entry of this formula, charge and spin) ... 0.000 eV
Net charge ... 0